Computed, not measured: 5 unconnected molecules or ions with the total composition C38H35BrF32NO8PS2 in a non-equilibrium geometry, with ωB97M-V/def2-TZVPD.

Each line ends with the Mulliken charge.
Positions of all 118 atoms, in Å:
C -1.5855 1.5682 -6.8768  -0.7776
C -0.3558 2.5847 -6.3743  -0.2717
O -0.7329 4.0291 -6.5308  -0.3894
C -1.3372 4.3368 -5.1918  0.1336
C -2.9593 4.1993 -4.9021  -0.3797
C -3.6239 4.4880 -3.4318  -0.4823
C -2.6214 4.9335 -2.1780  -0.1180
C -0.9888 5.0772 -2.5073  0.1081
C -0.3018 4.8068 -3.9685  0.3191
P 1.6131 5.0137 -4.2634  0.2963
O 2.2296 6.3888 -3.3679  -0.4612
Br 2.7555 3.1991 -3.4572  -0.1741
S 0.0628 5.5564 -0.9845  -0.1683
C -0.7445 4.4846 0.3778  -0.0692
C 0.1485 3.6698 1.4894  0.8483
C 1.7786 3.8120 1.3932  -0.3366
C 2.6089 3.2556 2.6902  0.0406
O 3.6417 2.3131 2.1438  -0.2821
C 4.8648 3.0415 1.7722  0.5256
C 5.9347 3.4137 2.9925  -0.7336
O 5.1528 3.3887 0.4868  -0.5267
C -0.6790 2.7462 2.5752  -0.3824
C -2.3378 2.6671 2.5054  -0.0095
S -3.2289 1.5323 3.7513  -0.2097
C -3.2249 3.4990 1.3824  -0.5118
C -2.4140 4.4359 0.2878  -0.1136
N -3.1555 5.2259 -0.7678  -0.4687
H -1.3645 0.4901 -6.4146  0.2692
H -1.5289 1.5365 -8.0447  0.2580
H -2.6247 1.8902 -6.4386  0.2051
H -0.2127 2.3156 -5.2198  0.2508
H 0.6701 2.3260 -6.8881  0.2866
H -3.6850 3.8735 -5.7902  0.3716
H -4.7662 4.3833 -3.1703  0.3050
H 3.0691 6.1468 -2.8532  0.2997
H 2.1096 3.1725 0.4412  0.2345
H 2.0181 4.9345 1.1038  0.2787
H 3.2078 4.1848 3.1336  0.2114
H 1.9672 2.7158 3.5054  -0.0136
H 6.2480 2.4487 3.5941  0.2820
H 5.4555 4.2306 3.6921  0.2275
H 6.9355 3.8252 2.4990  0.2897
H -0.1207 2.1050 3.3788  -0.0290
H -3.3288 0.2791 3.0649  0.1602
H -4.3970 3.4580 1.2894  0.3089
H -2.8607 6.2356 -0.6096  0.4046
F -0.3324 -0.2979 6.9245  -0.0894
C -0.0167 0.1459 8.1634  0.0415
F -0.6767 1.3252 8.3168  -0.2924
C 1.4847 0.3420 8.3591  0.8479
F 1.9661 1.3541 7.5905  -0.2581
F 1.6865 0.7389 9.6563  -0.3390
C 2.3444 -0.9109 8.1311  -0.6502
O 2.9217 -1.0616 6.8305  -0.4296
C 2.0506 -1.5953 5.8335  0.6876
F 0.9834 -2.1599 6.4469  -0.2809
F 2.7303 -2.6222 5.2532  -0.3140
C 1.6593 -0.5697 4.7606  0.2617
F 1.1507 0.5651 5.2978  -0.2296
F 0.7017 -1.0677 3.9335  -0.2374
H -0.4191 -0.5569 8.8905  0.2486
H 3.2096 -0.8168 8.7992  0.4200
H 1.8436 -1.8283 8.4627  0.3030
H 2.5249 -0.2923 4.1538  0.3184
F -1.3068 -6.8720 3.0689  -0.2179
C -1.7775 -7.0825 1.8176  0.0747
F -0.8959 -7.9321 1.2253  -0.2960
C -1.9080 -5.7948 1.0079  0.9271
F -0.6959 -5.2420 0.7396  -0.2927
F -2.4395 -6.1234 -0.2130  -0.2777
C -2.8205 -4.7229 1.6240  -0.8141
O -2.1795 -3.7124 2.4084  -0.3098
C -1.8716 -4.0850 3.7515  0.5846
F -2.5796 -5.1955 4.0669  -0.2915
F -2.3694 -3.0924 4.5390  -0.2494
C -0.3655 -4.2346 4.0074  0.8790
F 0.2244 -5.0711 3.1202  -0.2334
F -0.1278 -4.7520 5.2422  -0.2701
H -2.7336 -7.5967 1.8947  0.2794
H -3.2595 -4.1716 0.7832  0.5396
H -3.6828 -5.1562 2.1447  0.3415
H 0.1384 -3.2671 3.9392  -0.3326
F -6.7941 -6.8501 -1.4896  -0.2314
C -5.5986 -6.2828 -1.2063  0.0578
F -4.9977 -7.1078 -0.3073  -0.2650
C -5.7307 -4.8730 -0.6355  1.0797
F -6.3130 -4.8779 0.5924  -0.3169
F -4.4646 -4.3837 -0.4389  -0.3723
C -6.4686 -3.8686 -1.5343  -0.8587
O -7.8652 -3.6894 -1.2796  -0.4163
C -8.7218 -4.6802 -1.8472  0.7236
F -8.0300 -5.3637 -2.7896  -0.2661
F -9.6891 -3.9982 -2.5198  -0.2953
C -9.3737 -5.5897 -0.7964  0.2077
F -8.4612 -6.1494 0.0337  -0.1887
F -10.0411 -6.6177 -1.3852  -0.2583
H -4.9965 -6.2847 -2.1129  0.3237
H -6.0293 -2.8856 -1.3235  0.4347
H -6.2672 -4.0334 -2.5995  0.3508
H -10.0827 -5.0285 -0.1826  0.2369
F 6.1576 1.7042 -6.9920  -0.2254
C 5.6993 2.8332 -6.4030  0.2753
F 5.7024 3.7874 -7.3723  -0.2866
C 6.5529 3.2719 -5.2157  0.8374
F 7.7935 3.6674 -5.6044  -0.2900
F 5.9667 4.3861 -4.6715  -0.2857
C 6.6889 2.2368 -4.0883  -0.7054
O 7.8504 1.4020 -4.1242  -0.4170
C 7.7732 0.2852 -5.0098  0.7443
F 6.4764 0.0869 -5.3459  -0.2667
F 8.1355 -0.8016 -4.2746  -0.2985
C 8.7009 0.4126 -6.2261  0.2150
F 8.5165 1.5781 -6.8913  -0.2018
F 8.4721 -0.5836 -7.1228  -0.2585
H 4.6662 2.6669 -6.1040  0.1499
H 6.7973 2.8073 -3.1575  0.3997
H 5.7723 1.6525 -3.9437  0.3814
H 9.7495 0.3648 -5.9219  0.2315

Its largest force on an atom is 9.245 eV Å⁻¹. As for the SMILES: CCOc1ccc2c(c1P(O)Br)Sc1c(CCOC(C)=O)cc(S)cc1N2.FC(F)C(F)(F)COC(F)(F)C(F)F.FC(F)C(F)(F)COC(F)(F)C(F)F.FC(F)C(F)(F)COC(F)(F)C(F)F.FC(F)C(F)(F)COC(F)(F)C(F)F. The energy relative to the best compared isomer or geometry (same formula, charge and spin) comes out at 256.2 kcal/mol. For the LUMO energy, the calculation gives -1.0 eV. Its net charge is 0. Its HOMO-LUMO gap is 7.4 eV.


Computed, not measured: 4 unconnected molecules or ions with the total composition C4H16N8O4 in a non-equilibrium geometry, with ωB97M-V/def2-TZVPD.

Each line ends with the natural charge from an NBO analysis.
Positions of all 32 atoms, in Å:
N -0.1026 -2.5529 0.6381  -0.8706
C -1.2829 -3.2445 0.7054  0.7691
N -2.3778 -2.4577 0.9410  -0.8412
O -1.4038 -4.4613 0.6623  -0.6536
H -0.0265 -1.5618 0.5155  0.4053
H 0.6206 -3.2185 0.4078  0.4034
H -2.2849 -1.4662 1.0701  0.3794
H -3.1951 -2.8977 1.3207  0.4067
N -1.5902 -0.6341 -2.2051  -0.9018
C -2.5529 -0.0046 -2.9604  0.7700
N -2.4409 1.3580 -2.9081  -0.8633
O -3.3732 -0.5525 -3.6975  -0.6752
H -0.8761 0.0573 -1.9364  0.4269
H -1.5095 -1.6315 -2.2531  0.4045
H -3.0436 1.8614 -3.5324  0.4091
H -1.9754 1.7275 -2.1011  0.3910
N 2.1441 -0.7704 -1.1764  -0.8357
C 1.6447 0.4697 -1.0323  0.7886
N 2.4901 1.3767 -0.4749  -0.8248
O 0.4701 0.8104 -1.2371  -0.7201
H 1.5439 -1.5054 -1.5095  0.4107
H 3.0638 -1.0488 -0.8941  0.3984
H 3.4098 1.0828 -0.2005  0.3820
H 2.2111 2.3387 -0.3860  0.4381
N 0.5627 1.4840 2.1687  -0.8552
C 1.4094 2.5465 2.4252  0.7798
N 2.0851 2.3375 3.5809  -0.8433
O 1.5762 3.4483 1.6203  -0.6646
H 0.3136 0.9260 2.9654  0.3733
H -0.1132 1.5736 1.4294  0.4120
H 2.6870 3.0750 3.9025  0.4094
H 1.9164 1.5345 4.1515  0.3916

Its largest force on an atom is 2.416 eV Å⁻¹. As for the SMILES: NC(N)=O.NC(N)=O.NC(N)=O.NC(N)=O. The energy relative to the best compared isomer or geometry (same formula, charge and spin) comes out at 18.6 kcal/mol. For the LUMO energy, the calculation gives 0.1 eV. Its net charge is 0. Its HOMO-LUMO gap is 9.2 eV.


Computed, not measured: a molecular structure, C30H37N12OSV in a non-equilibrium geometry, with ωB97M-V/def2-TZVPD.

Each line ends with the Mulliken spin population.
Positions of all 82 atoms, in Å:
V -0.0817 -0.0885 0.0240  2.6459
N -0.1335 0.5043 -4.4681  -0.0024
C -0.5717 0.2958 -3.2206  0.0555
N 0.1978 0.1962 -2.1752  -0.1527
C 1.5764 0.3027 -2.3442  0.0348
N 2.3592 0.3218 -1.3051  0.0399
N 1.7449 0.2296 -0.1241  -0.1509
C 2.4469 0.2882 0.9744  0.0872
C 1.6589 0.2829 2.1672  0.1627
C 2.1737 0.4061 3.4663  0.0291
C 1.3047 0.4776 4.5392  0.0296
C -0.0661 0.4515 4.2843  0.0164
C -0.5023 0.2843 2.9814  0.0972
N 0.3195 0.1740 1.9369  -0.1196
C 2.1226 0.4301 -3.6823  -0.0079
C 3.4956 0.4310 -3.9531  -0.0017
C 3.9453 0.5142 -5.2536  0.0011
C 3.0459 0.6600 -6.3074  -0.0054
C 1.6868 0.7038 -6.0640  0.0040
C 1.2226 0.5564 -4.7613  -0.0124
H -0.7792 0.5440 -5.2491  -0.0003
H -1.6472 0.2321 -3.0760  0.0055
H 3.5289 0.3695 0.9920  -0.0187
H 3.2417 0.4335 3.6126  0.0003
H 1.6730 0.5412 5.5511  0.0003
H -0.7789 0.5394 5.0884  0.0013
H -1.5639 0.2266 2.7745  0.0078
H 4.1880 0.3544 -3.1325  -0.0005
H 5.0020 0.4574 -5.4570  -0.0001
H 3.4123 0.7259 -7.3177  -0.0003
H 0.9882 0.8240 -6.8745  0.0002
C -0.4184 4.9284 1.3578  -0.0004
C -0.4146 3.3808 1.3040  0.0172
N 0.0542 2.9107 0.0054  0.0309
C 1.3685 3.4846 -0.2656  0.0201
C 1.2811 5.0251 -0.3783  0.0014
N -0.0983 5.4286 -0.0025  0.0000
C -1.0699 4.8822 -0.9813  -0.0008
C -0.8777 3.3473 -1.0279  -0.0016
H 0.3242 5.3179 2.0563  0.0004
H -1.3935 5.3108 1.6642  -0.0001
H -1.4214 2.9892 1.4630  -0.0043
H 0.2374 2.9695 2.0773  0.0047
H 1.7523 3.0634 -1.1964  0.0004
H 2.0448 3.1894 0.5375  -0.0047
H 1.4866 5.3621 -1.3962  0.0003
H 1.9975 5.5193 0.2806  -0.0004
H -0.1618 6.4510 -0.0057  -0.0003
H -0.8943 5.3393 -1.9570  0.0000
H -2.0782 5.1523 -0.6624  0.0002
H -0.4746 3.0414 -1.9944  0.0002
H -1.8273 2.8289 -0.8761  0.0128
N -0.8341 -4.3279 -3.5049  0.0000
C -0.9755 -4.8490 -2.2620  -0.0004
O -1.7025 -5.7622 -1.9791  -0.0011
C -0.2220 -4.1129 -1.1724  -0.0081
C 0.4593 -4.8329 -0.1927  0.0282
C 1.0273 -4.1307 0.8580  -0.0089
C 0.8785 -2.7536 0.9049  0.0822
N 0.2177 -2.0546 -0.0249  -0.0826
C -0.3169 -2.7344 -1.0453  0.1301
H -1.2573 -4.8570 -4.2556  0.0001
H -0.0349 -3.7668 -3.7427  0.0000
H 0.5129 -5.9084 -0.2551  0.0000
H 1.5653 -4.6425 1.6400  -0.0002
H 1.2902 -2.2060 1.7428  -0.0135
H -0.8771 -2.1659 -1.7813  0.0008
C -5.6613 2.2587 -0.5667  -0.0001
C -4.8132 1.3572 -1.4689  -0.0002
C -3.9465 0.4617 -0.6673  0.0004
N -2.6672 0.5691 -0.5645  0.0383
N -2.0907 -0.3340 0.2487  -0.0281
C -2.9573 -1.1581 0.8020  0.0124
N -2.6518 -2.1258 1.6742  0.0218
S -4.5993 -0.8497 0.2962  0.0025
H -6.2588 2.9310 -1.1741  0.0000
H -5.0355 2.8549 0.0933  0.0000
H -6.3402 1.6656 0.0389  -0.0004
H -4.1932 1.9639 -2.1317  0.0005
H -5.4841 0.7505 -2.0766  -0.0001
H -1.7165 -2.2355 2.0344  0.0066
H -3.3722 -2.7250 2.0425  -0.0021

Its multiplicity is 4. Its largest force on an atom is 3.263 eV Å⁻¹. The energy relative to the best compared isomer or geometry (same formula, charge and spin) comes out at 19.9 kcal/mol. For the LUMO energy (spin up / spin down), the calculation gives -8.4 / -8.6 eV. The expectation value of S² is 3.7856. Its net charge is +3. Its HOMO-LUMO gap (spin up / spin down) is 6.5 / 7.1 eV.


Computed, not measured: a single C6H9FS molecule in a non-equilibrium geometry, with ωB97M-V/def2-TZVPD.

Each line ends with the natural charge from an NBO analysis.
Positions of all 17 atoms, in Å:
F -1.8612 0.9023 0.9969  -0.3563
C -0.8802 0.3396 0.2176  0.2851
C -0.3759 -0.9064 0.7377  -0.4520
C 1.1202 -0.9020 0.4563  -0.4463
C 1.1705 0.3315 -0.5132  -0.3977
C 0.3726 1.2770 0.3264  -0.4270
S 0.4505 -0.0932 -2.0589  0.1908
C -1.2968 0.1733 -1.2047  -0.4968
H -0.7973 -1.8204 0.3773  0.2214
H -0.6114 -1.0058 1.8793  0.2330
H 1.7511 -1.0518 1.3501  0.2271
H 1.2894 -2.0179 0.2422  0.2288
H 2.2186 0.8631 -0.7626  0.2496
H 0.2959 2.3749 0.0212  0.2372
H 0.7522 1.1615 1.3757  0.2253
H -1.9193 -0.7017 -1.5660  0.2376
H -1.6790 1.0759 -1.8754  0.2402

Its largest force on an atom is 5.908 eV Å⁻¹. As for the SMILES: F[C@]12CC[C@H](C1)SC2. The energy relative to the best compared isomer or geometry (same formula, charge and spin) comes out at 44.5 kcal/mol. For the LUMO energy, the calculation gives 0.8 eV. Its net charge is 0. Its HOMO-LUMO gap is 9.5 eV.


Computed, not measured: a single C19H22N4O2S molecule, with ωB97M-V/def2-TZVPD.

Each line ends with the natural charge from an NBO analysis.
Positions of all 48 atoms, in Å:
C -2.4735 -2.4733 1.0315  -0.6455
C -3.7327 -2.3083 0.1716  -0.2025
N -4.0057 -0.9789 -0.3378  -0.4537
C -3.1459 -0.5937 -1.4496  -0.2267
C -3.0790 0.9218 -1.5742  -0.2383
N -2.4281 1.4616 -0.3933  -0.4304
C -1.2790 2.1392 -0.5604  0.6882
O -0.8544 2.4675 -1.6532  -0.6359
C -0.4833 2.5371 0.6956  -0.3052
N 0.8725 2.0556 0.5213  -0.1938
N 1.8087 2.9847 0.4215  -0.1830
C 3.0426 2.6638 0.1858  0.1569
C 4.0576 3.7503 0.0834  -0.6386
C 3.3875 1.2973 0.0325  -0.1635
S 4.9726 0.6539 -0.2842  0.4175
C 4.3333 -0.9736 -0.2824  -0.1969
C 5.0557 -2.1387 -0.4817  -0.2116
C 4.3792 -3.3421 -0.4441  -0.1986
C 3.0053 -3.3857 -0.2119  -0.2148
C 2.2842 -2.2290 -0.0128  -0.1971
C 2.9459 -1.0024 -0.0462  0.0048
C 2.4177 0.3147 0.1351  -0.1511
C 1.0465 0.6874 0.3864  0.6232
O 0.0920 -0.0699 0.4972  -0.6633
C -2.8770 0.9021 0.8720  -0.2466
C -4.1452 0.0663 0.6549  -0.2264
H -2.6051 -2.0095 2.0066  0.1981
H -1.6077 -2.0235 0.5524  0.2226
H -2.2725 -3.5309 1.1840  0.2116
H -3.6649 -2.9644 -0.7002  0.1938
H -4.6078 -2.6191 0.7521  0.1887
H -2.1181 -0.9644 -1.3239  0.1839
H -3.5568 -1.0279 -2.3682  0.1976
H -4.0803 1.3480 -1.6821  0.1941
H -2.4770 1.2096 -2.4376  0.2564
H -0.4287 3.6251 0.7505  0.2522
H -0.8966 2.1231 1.6141  0.2191
H 3.5797 4.7114 0.2429  0.2424
H 4.8422 3.6017 0.8240  0.2223
H 4.5196 3.7333 -0.9026  0.2259
H 6.1189 -2.0994 -0.6612  0.2202
H 4.9239 -4.2616 -0.5970  0.2169
H 2.5029 -4.3410 -0.1882  0.2172
H 1.2215 -2.2432 0.1695  0.2450
H -3.1047 1.7088 1.5782  0.1956
H -2.0867 0.2662 1.2835  0.2266
H -4.4405 -0.3821 1.6048  0.2118
H -4.9586 0.7325 0.3414  0.1908

Its largest force on an atom is 0.928 eV Å⁻¹. As for the SMILES: CCN1CCN(C(=O)Cn2nc(C)c3sc4ccccc4c3c2=O)CC1. The energy relative to the best compared isomer or geometry (same formula, charge and spin) comes out at 22.2 kcal/mol. For the LUMO energy, the calculation gives 0.0 eV. Its net charge is 0. Its HOMO-LUMO gap is 8.1 eV.